1.
Here is a 4-piece molecular cluster, C19H56N9O7P3S overall in a non-equilibrium geometry from the OMol25 dataset. Energies are from ωB97M-V/def2-TZVPD.

The geometry in XYZ format:
```
95
Properties=species:S:1:pos:R:3:lowdin_charge:R:1
C 3.847 2.615 -2.434 -0.1140
N 3.937 3.922 -3.063 -0.2860
C 4.039 4.985 -2.064 -0.1213
P 3.199 4.353 -4.519 0.5710
O 3.760 5.665 -4.895 -0.2850
N 3.706 3.320 -5.782 -0.3173
C 4.275 2.008 -5.548 -0.1384
C 4.339 3.976 -6.921 -0.1337
N 1.684 3.621 -4.324 -0.2712
C 0.862 3.532 -5.550 -0.1112
C 0.868 4.305 -3.296 -0.1160
H 2.883 2.430 -1.942 0.0793
H 4.623 2.548 -1.668 0.0854
H 4.031 1.808 -3.128 0.0426
H 3.099 5.155 -1.534 0.0486
H 4.333 5.921 -2.535 0.0767
H 4.804 4.734 -1.325 0.0852
H 5.245 2.048 -5.036 0.0854
H 4.422 1.503 -6.506 0.0782
H 3.589 1.379 -4.982 0.0695
H 5.391 4.225 -6.739 0.0848
H 3.818 4.894 -7.181 0.0693
H 4.286 3.308 -7.785 0.0772
H 0.690 4.508 -6.015 0.0876
H -0.104 3.101 -5.285 0.0816
H 1.331 2.877 -6.277 0.0714
H 0.688 5.360 -3.534 0.0954
H 1.354 4.247 -2.324 0.0487
H -0.095 3.804 -3.203 0.0783
C -4.793 0.284 0.781 -0.1230
N -4.293 0.522 -0.562 -0.2931
C -5.335 0.314 -1.564 -0.1269
P -2.711 0.222 -1.078 0.5703
O -2.588 0.844 -2.410 -0.2832
N -1.595 1.084 -0.119 -0.3013
C -1.903 1.588 1.204 -0.1259
C -0.723 2.009 -0.837 -0.1323
N -2.421 -1.275 -0.341 -0.2777
C -1.009 -1.703 -0.323 -0.1209
C -3.200 -2.363 -0.978 -0.1135
H -4.976 -0.777 1.000 0.0816
H -5.744 0.809 0.893 0.0834
H -4.135 0.675 1.543 0.0412
H -5.597 -0.743 -1.696 0.0701
H -5.015 0.707 -2.527 0.0724
H -6.240 0.849 -1.270 0.0799
H -2.674 2.371 1.194 0.0860
H -0.997 2.010 1.646 0.0799
H -2.214 0.782 1.870 0.0648
H -1.227 2.952 -1.071 0.0721
H -0.375 1.568 -1.768 0.0729
H 0.156 2.226 -0.230 0.0675
H -0.557 -1.742 -1.320 0.0878
H -0.947 -2.699 0.120 0.0769
H -0.404 -1.046 0.295 0.0701
H -2.971 -2.477 -2.042 0.0904
H -4.268 -2.182 -0.871 0.0565
H -2.981 -3.305 -0.476 0.0821
C 0.291 -3.110 4.269 -0.1186
N -0.821 -3.922 3.807 -0.2894
C -2.025 -3.118 3.622 -0.1275
P -1.085 -5.543 4.208 0.5668
O -2.162 -6.016 3.318 -0.2842
N 0.259 -6.495 3.762 -0.3177
C 1.582 -5.942 3.544 -0.1366
C -0.017 -7.587 2.834 -0.1310
N -0.720 -5.522 5.861 -0.2814
C -0.542 -6.851 6.483 -0.1168
C -1.751 -4.803 6.645 -0.1183
H 0.191 -2.780 5.312 0.0825
H 0.345 -2.214 3.646 0.0825
H 1.241 -3.612 4.165 0.0426
H -2.478 -2.792 4.568 0.0706
H -2.780 -3.673 3.069 0.0720
H -1.789 -2.224 3.040 0.0709
H 1.627 -5.270 2.679 0.0852
H 2.289 -6.757 3.373 0.0793
H 1.940 -5.420 4.431 0.0700
H -0.090 -7.251 1.793 0.0851
H -0.945 -8.090 3.089 0.0699
H 0.789 -8.321 2.905 0.0781
H -1.415 -7.499 6.352 0.0883
H -0.373 -6.712 7.551 0.0785
H 0.329 -7.351 6.071 0.0716
H -2.746 -5.248 6.540 0.0906
H -1.805 -3.760 6.339 0.0563
H -1.478 -4.816 7.699 0.0810
O 1.467 3.939 1.149 0.1799
C 0.996 4.925 0.694 -0.6399
O 1.446 6.206 0.934 -0.0569
O 2.843 6.154 0.595 0.0273
O -0.071 4.884 -0.163 -0.4471
S -1.157 6.172 -0.019 0.8927
H 3.158 6.962 1.019 0.1219
H -1.707 5.798 1.153 -0.1088
```

Calculated values
Electronic energy (eV): -87054.9674
HOMO (eV): -8.4
Orbital gap (eV): 8.51
SMILES: CN(C)P(=O)(N(C)C)N(C)C.CN(C)P(=O)(N(C)C)N(C)C.CN(C)P(=O)(N(C)C)N(C)C.O=C(OO)OS
Largest force on an atom (hartree/bohr): 0.079

---

2.
Here is FLiSr3 as an isolated structure in a non-equilibrium geometry from the OMol25 dataset. Energies are from ωB97M-V/def2-TZVPD.

The geometry in XYZ format:
```
5
Properties=species:S:1:pos:R:3:lowdin_charge:R:1
Sr 0.438 2.368 -0.111 1.9610
Sr 0.396 -2.511 -0.761 1.9616
Sr -1.551 -0.318 2.569 1.9604
Li 1.160 0.361 -2.048 0.9264
F -0.442 0.100 0.351 -0.8094
```

Calculated values
Electronic energy (eV): -5340.5200
HOMO (eV): -38.8
Orbital gap (eV): 12.97
Total charge: +6
Largest force on an atom (hartree/bohr): 0.077

---

3.
Here is a 2-piece molecular cluster, C4H11BS overall in a non-equilibrium geometry from the OMol25 dataset. Energies are from ωB97M-V/def2-TZVPD.

The geometry in XYZ format:
```
17
Properties=species:S:1:pos:R:3:nbo_charge:R:1
B -0.403 -0.745 -0.069 0.4049
C -3.952 0.501 -0.328 -0.4536
C 2.262 0.998 -0.590 -0.6096
C 0.673 -0.252 0.961 -0.8479
C 2.141 -0.040 0.587 -0.3924
S -0.697 -2.441 -0.319 -0.1911
H -4.901 0.502 -0.309 0.1363
H -3.566 0.286 -1.330 0.1555
H -3.318 0.877 0.409 0.1634
H 1.404 1.172 -1.115 0.2064
H 3.162 0.841 -1.340 0.2124
H 2.508 2.006 -0.070 0.2027
H 0.617 -1.137 1.790 0.2284
H 0.216 0.734 1.363 0.2380
H 2.540 -0.979 0.211 0.2001
H 2.766 0.163 1.494 0.2122
H -1.450 -2.488 -1.346 0.1343
```

Calculated values
Electronic energy (eV): -15832.9495
HOMO (alpha / beta) (eV): -8.9 / -7.4
Orbital gap (alpha / beta) (eV): 8.73 / 7.48
Largest force on an atom (hartree/bohr): 0.134
Relative energy (zero: lowest compared OMol25 entry of this formula, charge and spin) (eV): 4.986

---

4.
Here is C31H59CsN3OSSi3 as an isolated structure in a non-equilibrium geometry from the OMol25 dataset. Energies are from ωB97M-V/def2-TZVPD.

The geometry in XYZ format:
```
99
Properties=species:S:1:pos:R:3:lowdin_charge:R:1
Cs -0.445 -0.217 -0.123 0.8951
C 4.629 -0.113 1.912 -0.0470
C 3.561 0.946 1.857 -0.2677
C 3.483 1.817 0.776 -0.0158
C 2.477 2.775 0.691 -0.2703
C 2.383 3.687 -0.504 -0.0434
C 1.540 2.854 1.715 -0.0236
C 1.595 1.996 2.809 -0.2739
C 0.546 2.082 3.886 -0.0392
C 2.617 1.056 2.873 -0.0289
H 5.590 0.277 1.574 0.0766
H 4.360 -0.949 1.261 0.0638
H 4.741 -0.504 2.922 0.0771
H 4.216 1.744 -0.022 0.1203
H 3.370 3.905 -0.911 0.0770
H 1.892 4.623 -0.241 0.0776
H 1.796 3.212 -1.294 0.0509
H 0.743 3.588 1.654 0.1254
H -0.432 1.816 3.479 0.0765
H 0.473 3.097 4.278 0.0803
H 0.773 1.405 4.709 0.0734
H 2.676 0.391 3.728 0.1127
C -3.371 -2.432 -0.487 -0.1634
O -1.973 -2.384 -0.322 -0.5613
Si -0.960 -3.624 -0.864 0.2262
C -1.074 -3.515 -2.764 -0.1593
C -1.865 -5.263 -0.496 -0.1569
C 0.665 -3.281 -0.109 -0.5135
Si 0.743 -3.724 1.678 0.3477
C 0.954 -5.581 2.090 -0.1850
C 2.176 -2.870 2.603 -0.1796
C -0.770 -3.196 2.711 -0.1804
Si 2.028 -3.960 -1.132 0.3578
C 1.830 -5.773 -1.713 -0.1876
C 3.741 -3.969 -0.301 -0.1890
C 2.329 -2.978 -2.748 -0.1902
H -3.830 -3.067 0.279 0.0845
H -3.662 -2.833 -1.466 0.0755
H -3.780 -1.423 -0.401 0.0713
H -2.115 -3.567 -3.095 0.0231
H -0.534 -4.343 -3.230 0.0197
H -0.649 -2.581 -3.145 0.0177
H -2.798 -5.352 -1.060 0.0235
H -2.107 -5.340 0.568 0.0219
H -1.234 -6.117 -0.752 0.0226
H 1.895 -5.958 1.678 0.0092
H 0.145 -6.165 1.641 0.0136
H 0.956 -5.776 3.166 0.0186
H 3.146 -3.219 2.241 0.0051
H 2.125 -3.079 3.675 0.0284
H 2.138 -1.786 2.468 0.0081
H -1.706 -3.518 2.244 0.0114
H -0.817 -2.110 2.831 0.0181
H -0.722 -3.638 3.709 0.0247
H 1.767 -6.432 -0.842 0.0162
H 2.665 -6.115 -2.332 0.0193
H 0.908 -5.911 -2.285 0.0049
H 3.766 -4.679 0.531 0.0162
H 4.004 -2.983 0.089 0.0063
H 4.511 -4.265 -1.018 0.0225
H 1.554 -3.182 -3.492 -0.0057
H 3.295 -3.246 -3.189 0.0243
H 2.338 -1.900 -2.554 0.0131
C -5.068 -0.088 3.932 -0.1263
N -5.139 0.668 2.702 -0.2782
C -5.837 -0.079 1.676 -0.1012
C -3.810 1.090 2.259 -0.2046
C -3.807 2.052 1.082 -0.3190
C -4.800 3.031 1.031 -0.0977
C -4.820 3.955 -0.005 -0.1416
C -3.827 3.902 -0.973 -0.1544
C -2.834 2.930 -0.882 -0.2105
C -2.764 1.960 0.136 -0.1983
H -6.078 -0.334 4.268 0.0746
H -4.587 0.516 4.704 0.0769
H -4.502 -1.031 3.827 0.0832
H -6.841 -0.330 2.024 0.0780
H -5.319 -1.017 1.409 0.0727
H -5.920 0.534 0.780 0.0813
H -3.183 0.217 2.001 0.0976
H -3.338 1.588 3.115 0.1115
H -5.574 3.062 1.793 0.0956
H -5.587 4.722 -0.036 0.0798
H -3.836 4.614 -1.795 0.0766
H -2.059 2.932 -1.653 0.0530
C -0.853 0.909 -6.796 -0.0828
N -0.425 0.934 -5.407 -0.0485
C 0.747 0.450 -4.915 -0.9040
S 1.496 1.226 -3.640 0.5832
N 1.292 -0.675 -5.427 -0.0392
C 0.599 -1.689 -6.204 -0.0881
H -1.816 1.411 -6.858 0.0862
H -0.981 -0.106 -7.161 0.0521
H -0.154 1.430 -7.459 0.0904
H -0.674 1.777 -4.915 0.0980
H 2.051 -1.003 -4.851 0.0830
H 0.532 -1.409 -7.257 0.0696
H -0.404 -1.880 -5.815 0.0888
H 1.170 -2.611 -6.141 0.0859
```

Calculated values
Electronic energy (eV): -74642.5270
HOMO (eV): -3.5
Orbital gap (eV): 5.47
Total charge: -1
Largest force on an atom (hartree/bohr): 0.027
Relative energy (zero: lowest compared OMol25 entry of this formula, charge and spin) (eV): 0.946